# 1
82
Properties=species:S:1:pos:R:3:forces:R:3 method="wB97M-V/def2-TZVPD" de_lowest_kcal_mol=10.92 e_tot_ha=-6085.07744 homo_lumo_gap_ev=5.65 lumo_energy_ev=2.2 total_charge=-1
Pt -0.448 -1.584 0.029 -0.2 -0.5 -1.4
S 0.353 2.399 0.355 0.2 -0.1 0.0
P 1.791 1.066 0.058 -0.1 0.3 0.2
C 1.341 -0.573 -0.132 -0.2 0.4 0.2
P 2.379 -1.879 -0.315 0.4 -0.1 0.2
S 1.200 -3.512 -0.499 -0.3 0.4 0.0
C 3.470 -2.172 1.134 0.1 -0.2 -0.1
C 2.981 -1.778 2.377 0.0 0.0 0.0
C 3.723 -1.996 3.526 0.0 0.0 0.0
C 4.968 -2.608 3.450 0.0 0.0 -0.1
C 5.450 -3.038 2.221 -0.1 0.1 0.0
C 4.694 -2.831 1.072 0.0 -0.1 0.0
C 3.516 -1.756 -1.752 0.0 -0.2 -0.1
C 4.823 -1.287 -1.703 0.1 0.1 0.0
C 5.579 -1.152 -2.865 -0.1 0.0 0.0
C 5.033 -1.497 -4.091 0.0 0.0 0.0
C 3.728 -1.972 -4.153 0.0 0.0 0.0
C 2.978 -2.095 -2.995 0.0 0.0 0.0
C 2.753 1.600 -1.417 0.0 0.1 -0.1
C 3.790 2.528 -1.361 0.0 0.1 0.0
C 4.426 2.957 -2.520 0.0 -0.1 0.0
C 4.019 2.473 -3.756 0.0 0.0 0.0
C 2.965 1.572 -3.825 0.0 0.0 0.0
C 2.337 1.142 -2.665 0.1 -0.1 0.0
C 3.038 1.280 1.414 0.1 0.0 0.0
C 4.380 0.934 1.261 0.0 -0.1 -0.1
C 5.276 1.023 2.317 -0.1 0.0 0.0
C 4.840 1.464 3.558 0.0 0.0 0.0
C 3.506 1.811 3.728 0.0 0.0 0.0
C 2.617 1.725 2.664 0.0 0.0 0.0
H 2.013 -1.292 2.425 0.0 0.0 0.0
H 3.333 -1.676 4.484 0.0 0.0 0.0
H 5.559 -2.754 4.347 0.0 0.0 0.0
H 6.409 -3.537 2.157 0.0 0.0 0.0
H 5.060 -3.206 0.123 0.0 0.0 0.0
H 5.272 -1.020 -0.755 0.0 -0.1 0.0
H 6.593 -0.778 -2.805 0.0 0.0 0.0
H 5.620 -1.395 -4.996 0.0 0.0 0.0
H 3.293 -2.244 -5.107 0.0 0.0 0.0
H 1.959 -2.463 -3.038 0.0 0.0 0.0
H 4.098 2.932 -0.405 0.0 0.0 0.0
H 5.238 3.671 -2.456 0.0 0.0 0.0
H 4.518 2.800 -4.660 0.0 0.0 0.0
H 2.635 1.195 -4.786 0.0 0.0 0.0
H 1.523 0.427 -2.705 0.0 0.0 0.0
H 4.736 0.592 0.296 0.0 0.1 0.1
H 6.312 0.740 2.171 0.0 0.0 0.0
H 5.534 1.535 4.387 0.0 0.0 0.0
H 3.156 2.161 4.692 0.0 0.0 0.0
H 1.577 2.006 2.786 0.0 0.0 0.0
C -2.431 0.843 1.814 -0.2 0.0 0.0
N -3.427 0.056 1.096 0.2 0.0 0.3
C -3.341 -0.249 -0.211 -0.1 0.1 0.1
Se -1.935 0.128 -1.353 0.2 -0.3 0.4
N -4.470 -0.932 -0.524 -0.1 -0.1 -0.2
C -5.241 -1.154 0.606 0.0 0.0 -0.1
C -6.417 -1.855 0.816 0.0 0.0 0.0
C -6.885 -1.921 2.119 0.1 0.1 0.1
C -6.193 -1.307 3.170 0.0 0.0 -0.1
C -5.025 -0.596 2.950 -0.1 0.0 0.1
C -4.566 -0.524 1.645 0.2 0.1 0.0
H -1.432 0.505 1.546 0.0 0.0 0.0
H -2.589 0.701 2.879 0.0 0.0 0.0
H -2.523 1.892 1.537 0.0 0.0 0.0
H -4.588 -1.345 -1.434 0.0 0.0 0.0
H -6.940 -2.339 0.002 0.0 0.0 0.0
H -7.792 -2.471 2.329 0.0 0.0 0.0
H -6.567 -1.406 4.180 0.0 0.0 0.0
H -4.479 -0.145 3.766 0.0 0.0 0.0
C -2.317 -3.443 -2.263 0.0 0.1 0.0
C -2.774 -3.549 -0.842 0.2 -0.1 0.0
C -3.849 -4.344 -0.471 -0.1 -0.1 0.0
C -4.118 -4.453 0.887 0.0 0.0 0.1
N -3.406 -3.874 1.838 0.1 0.1 -0.1
C -2.375 -3.109 1.426 0.1 0.1 0.2
S -1.282 -2.303 2.462 -0.3 -0.1 0.3
N -2.087 -2.912 0.101 0.1 0.1 0.2
H -3.165 -3.390 -2.948 0.0 0.0 0.0
H -1.738 -4.336 -2.511 0.0 0.0 0.0
H -1.677 -2.574 -2.397 0.0 0.0 0.0
H -4.438 -4.867 -1.212 0.0 0.0 0.0
H -4.955 -5.060 1.224 0.0 0.0 0.0

# 2
91
Properties=species:S:1:pos:R:3:forces:R:3 method="wB97M-V/def2-TZVPD" e_tot_ha=-3360.15131 homo_lumo_gap_ev=8.87 smiles="O=[P@](O)(OOB(O)O)OC(F)(F)C(F)F.Fc1ccccc1.Fc1ccccc1.Fc1ccccc1.Fc1ccccc1.Fc1ccccc1.Fc1ccccc1" lumo_energy_ev=-0.2
O 3.303 -1.057 5.554 0.1 -0.2 0.1
P 3.352 0.229 4.895 -0.1 0.5 -0.1
O 3.233 1.533 5.783 -0.2 -0.3 0.0
O 2.251 0.418 3.711 0.2 -0.1 -0.1
O 1.225 1.351 4.046 -0.2 0.0 0.0
B -0.021 0.861 3.573 0.2 -0.1 0.1
O -1.051 1.731 3.703 -0.1 -0.2 0.2
O -0.193 -0.403 3.117 -0.3 0.4 -0.4
O 4.704 0.522 4.111 0.1 -0.1 -0.3
C 4.855 1.308 2.971 0.1 -0.2 0.2
F 4.266 0.699 1.925 0.2 0.1 0.0
F 6.171 1.377 2.734 -0.3 0.0 0.0
C 4.268 2.722 3.132 -0.2 0.0 0.0
F 4.984 3.379 4.068 0.0 0.0 -0.1
F 4.379 3.355 1.948 0.2 0.1 0.0
H 2.493 1.459 6.400 0.0 0.1 0.1
H -0.834 2.527 4.194 0.0 0.1 0.0
H 0.465 -0.702 2.484 0.2 -0.2 0.2
H 3.215 2.711 3.421 0.1 -0.1 0.0
F 1.294 2.215 1.060 0.0 0.0 0.1
C 1.537 2.991 -0.028 0.0 0.1 -0.1
C 2.637 2.706 -0.808 0.0 -0.1 0.0
C 2.892 3.514 -1.909 -0.1 0.0 0.0
C 2.050 4.577 -2.207 0.0 0.0 0.0
C 0.952 4.841 -1.398 0.1 0.0 0.0
C 0.683 4.042 -0.295 0.0 0.0 0.0
H 3.285 1.882 -0.540 0.0 0.0 0.0
H 3.757 3.315 -2.528 0.0 0.0 0.0
H 2.252 5.204 -3.065 0.0 0.0 0.0
H 0.301 5.675 -1.626 0.0 0.0 0.0
H -0.164 4.228 0.351 0.0 0.0 0.0
F 0.269 -6.243 9.903 0.0 0.0 0.0
C 0.801 -5.319 9.073 0.0 0.0 0.0
C 1.525 -5.747 7.978 0.0 0.0 0.0
C 2.066 -4.790 7.131 0.0 0.0 0.0
C 1.884 -3.436 7.380 -0.1 -0.1 0.0
C 1.151 -3.041 8.492 0.0 0.0 0.0
C 0.599 -3.982 9.352 0.0 0.0 0.0
H 1.656 -6.806 7.803 0.0 0.0 0.0
H 2.634 -5.106 6.265 0.0 0.0 0.0
H 2.308 -2.696 6.715 0.0 0.0 0.0
H 1.006 -1.988 8.698 0.0 0.0 0.0
H 0.024 -3.696 10.222 0.0 0.0 0.0
F -1.441 -3.177 1.222 0.0 0.0 0.0
C -2.272 -3.643 2.185 0.0 0.0 0.0
C -2.623 -2.801 3.218 0.0 0.0 0.1
C -3.454 -3.298 4.212 0.0 0.0 0.0
C -3.922 -4.605 4.155 0.0 0.0 0.0
C -3.553 -5.425 3.096 0.0 0.0 0.0
C -2.718 -4.947 2.096 0.0 0.0 0.0
H -2.232 -1.793 3.250 0.0 0.0 0.0
H -3.736 -2.658 5.038 0.0 0.0 0.0
H -4.568 -4.984 4.935 0.0 0.0 0.0
H -3.912 -6.445 3.049 0.0 0.0 0.0
H -2.413 -5.565 1.263 0.0 0.0 0.0
F -0.602 4.648 -4.103 0.0 0.1 0.0
C -0.487 4.277 -5.397 0.0 0.0 0.0
C -0.754 5.208 -6.382 0.0 0.0 0.0
C -0.650 4.812 -7.708 0.0 0.0 0.0
C -0.285 3.510 -8.026 0.0 0.0 0.0
C -0.017 2.600 -7.012 0.0 0.0 0.0
C -0.113 2.980 -5.680 0.0 0.0 0.0
H -1.052 6.211 -6.109 0.0 0.0 0.0
H -0.866 5.522 -8.495 0.0 0.0 0.0
H -0.214 3.206 -9.061 0.0 0.0 0.0
H 0.264 1.583 -7.256 0.0 0.0 0.0
H 0.087 2.290 -4.872 0.0 0.0 0.0
F -3.739 3.968 -8.730 0.0 0.0 0.0
C -4.060 3.163 -7.695 0.0 0.0 0.0
C -3.942 3.654 -6.411 0.0 0.0 0.0
C -4.271 2.821 -5.351 0.0 0.0 0.0
C -4.711 1.525 -5.587 0.0 0.0 0.0
C -4.821 1.059 -6.891 0.0 0.0 0.0
C -4.494 1.880 -7.962 0.0 0.0 0.0
H -3.589 4.664 -6.252 0.0 0.0 0.0
H -4.179 3.188 -4.337 0.0 0.0 0.0
H -4.967 0.879 -4.757 0.0 0.0 0.0
H -5.161 0.049 -7.078 0.0 0.0 0.0
H -4.572 1.540 -8.985 0.0 0.0 0.0
F 0.803 -4.179 -5.530 0.0 0.0 0.0
C 0.632 -3.848 -4.233 0.0 0.0 0.0
C 0.298 -4.841 -3.334 0.0 0.0 0.0
C 0.128 -4.492 -2.001 0.0 0.0 0.0
C 0.288 -3.175 -1.590 0.0 0.0 0.0
C 0.622 -2.199 -2.520 0.0 0.0 0.0
C 0.798 -2.530 -3.856 0.0 0.0 0.0
H 0.178 -5.859 -3.678 0.0 0.0 0.0
H -0.129 -5.255 -1.277 0.0 0.0 0.0
H 0.154 -2.919 -0.549 0.0 0.0 0.0
H 0.745 -1.170 -2.206 0.0 0.0 0.0
H 1.060 -1.789 -4.599 0.0 0.0 0.0

# 3
81
Properties=species:S:1:pos:R:3:forces:R:3 method="wB97M-V/def2-TZVPD" e_tot_ha=-4317.18327 homo_lumo_gap_ev="6.87 / 5.59" lumo_energy_ev="-2.6 / -4.2" total_charge=+1 multiplicity=5
Mn 0.260 0.154 1.039 0.7 1.9 -1.1
C 0.841 -3.884 4.075 -0.1 0.3 0.1
S 0.089 -2.324 4.634 0.3 -0.1 -0.6
C 0.053 -1.330 3.128 0.1 0.5 2.7
S 0.683 0.266 3.295 0.0 -0.7 -0.2
N -1.364 -1.340 2.630 -0.7 -0.6 0.3
N -1.431 -0.310 1.689 -1.1 0.1 0.1
C -2.556 0.019 1.052 -0.3 -0.1 0.1
C -2.315 0.799 -0.074 0.8 -0.1 0.0
C -3.320 1.640 -0.661 -0.3 0.5 -0.3
C -2.991 2.592 -1.548 -0.1 -0.5 0.3
C -1.660 2.616 -2.134 0.1 0.0 -0.1
C -0.630 1.677 -1.532 0.2 0.2 -0.5
N -0.999 0.890 -0.414 -1.1 -0.7 0.1
H 0.569 -4.629 4.815 0.0 -0.1 0.0
H 1.920 -3.770 4.048 0.0 -0.1 -0.1
H 0.442 -4.155 3.103 0.0 -0.2 0.0
H -3.535 -0.232 1.435 -0.1 0.0 0.0
H -4.317 1.569 -0.254 -0.1 0.1 0.0
H -3.697 3.348 -1.851 -0.2 0.0 0.0
H -1.318 3.557 -2.541 0.1 0.0 -0.1
H 1.440 1.168 -1.563 -0.2 0.3 0.1
C 2.093 -2.425 1.083 -0.1 0.0 0.2
P 0.438 -2.023 0.358 1.1 -1.4 -0.4
C -0.907 -3.096 0.960 -0.2 0.4 0.2
C -1.335 -4.245 0.298 0.1 0.2 0.2
C -2.430 -4.959 0.753 -0.1 0.0 0.2
C -3.123 -4.537 1.878 0.1 -0.1 -0.2
C -2.759 -3.362 2.512 0.2 0.3 0.1
C -1.677 -2.642 2.040 -0.2 -0.9 -0.6
C 0.772 -2.634 -1.323 -0.2 0.4 0.0
C 1.305 -3.906 -1.536 0.0 0.1 0.0
C 1.627 -4.311 -2.816 0.0 -0.1 0.0
C 1.438 -3.454 -3.888 0.0 0.1 0.0
C 0.921 -2.185 -3.679 0.0 -0.1 -0.1
C 0.584 -1.778 -2.399 -0.1 0.0 0.1
C 2.861 -1.167 0.824 0.4 -0.1 -0.2
C 4.215 -0.932 0.768 -0.3 0.1 0.0
C 4.386 0.472 0.713 -0.4 0.0 0.0
C 3.127 1.028 0.744 0.4 0.1 0.0
C 2.646 2.442 0.865 -0.3 -0.1 0.1
P 0.862 2.235 0.495 1.3 1.3 -0.3
C 0.830 2.072 -1.354 -0.2 -0.4 0.2
C -1.195 1.364 -2.894 -0.1 0.1 0.3
C -0.425 1.513 -4.130 0.2 0.1 -0.1
C 0.581 2.358 -4.388 -0.2 -0.4 -0.3
C 1.251 3.283 -3.499 0.1 0.3 0.4
C 1.361 3.201 -2.172 0.1 -0.1 0.0
C -0.116 3.689 0.951 0.0 -0.4 0.1
C -0.222 4.850 0.189 0.0 -0.1 0.1
C -1.052 5.871 0.617 0.0 0.1 -0.1
C -1.777 5.743 1.792 0.0 0.0 0.0
C -1.664 4.594 2.559 -0.1 0.1 0.0
C -0.838 3.569 2.138 0.1 -0.1 -0.1
N 2.182 0.031 0.777 0.2 -0.4 -0.1
H 2.565 -3.296 0.626 -0.1 0.1 0.1
H 2.001 -2.574 2.162 0.0 -0.1 -0.2
H -0.816 -4.570 -0.591 0.0 0.0 0.0
H -2.747 -5.844 0.225 0.0 -0.1 0.0
H -3.959 -5.106 2.250 -0.1 -0.1 0.0
H -3.310 -3.011 3.372 -0.1 0.1 0.1
H -2.020 -1.200 3.421 0.3 0.1 -0.2
H 1.471 -4.581 -0.706 0.0 0.0 0.0
H 2.041 -5.297 -2.975 0.0 0.0 0.0
H 1.699 -3.776 -4.884 0.0 0.0 -0.1
H 0.791 -1.509 -4.510 0.0 0.1 -0.1
H 0.178 -0.793 -2.218 0.0 0.1 -0.1
H 4.995 -1.666 0.787 0.1 -0.2 0.0
H 5.321 0.993 0.674 0.2 0.2 0.0
H 3.138 3.135 0.177 -0.1 0.0 0.1
H 2.763 2.813 1.890 0.0 0.1 -0.1
H -1.920 0.557 -2.912 -0.1 0.1 0.1
H -0.789 0.895 -4.941 0.1 0.0 -0.1
H 0.960 2.381 -5.401 -0.1 -0.1 -0.1
H 1.750 4.103 -3.999 0.1 0.1 0.1
H 1.960 3.935 -1.651 0.0 0.2 -0.1
H 0.332 4.962 -0.730 0.0 0.0 -0.1
H -1.133 6.771 0.024 0.0 0.1 0.0
H -2.433 6.541 2.105 0.0 0.1 0.1
H -2.222 4.499 3.479 0.0 0.0 0.0
H -0.741 2.659 2.721 -0.1 0.0 0.0